# C20H46NdP4Se

C20H46NdP4Se as an isolated structure at a distorted geometry (ωB97M-V with the def2-TZVPD basis set, the OMol25 dataset).

Positions of all 72 atoms, in Å:
Nd: -0.172 -1.733 -0.346
P: 0.183 1.810 2.176
P: -2.772 0.648 0.477
P: 2.504 -0.286 0.121
H: -1.414 -2.994 -4.291
C: -0.621 -3.467 -3.723
C: -0.549 -3.111 -2.404
H: -1.544 -2.659 -2.062
C: 0.178 3.428 1.307
C: -1.155 2.091 3.424
C: 1.675 2.018 3.254
C: -3.560 -0.164 -0.965
C: -4.141 0.528 1.694
C: -3.088 2.406 -0.041
C: 3.380 -1.108 -1.251
C: 3.597 -0.750 1.502
C: 3.159 1.403 -0.184
H: -0.152 -4.309 -4.235
H: 0.184 -3.578 -1.708
H: 0.257 4.247 2.019
H: -0.745 3.552 0.711
H: 1.026 3.471 0.596
H: -0.997 3.026 3.956
H: -1.175 1.253 4.148
H: -2.146 2.105 2.923
H: 1.650 2.981 3.772
H: 2.593 1.957 2.643
H: 1.725 1.199 3.996
H: -4.626 0.087 -1.020
H: -3.458 -1.247 -0.877
H: -3.064 0.147 -1.886
H: -5.049 1.010 1.293
H: -3.901 0.998 2.652
H: -4.360 -0.524 1.888
H: -4.164 2.526 -0.277
H: -2.496 2.662 -0.930
H: -2.834 3.117 0.753
H: 4.381 -0.666 -1.307
H: 2.884 -0.987 -2.229
H: 3.506 -2.169 -1.032
H: 4.607 -0.827 1.102
H: 3.318 -1.719 1.916
H: 3.592 -0.007 2.302
H: 4.182 1.296 -0.569
H: 3.203 2.016 0.721
H: 2.563 1.926 -0.940
C: -0.115 1.148 -3.798
C: -0.876 0.071 -4.322
C: -0.470 -0.469 -5.557
C: 0.574 0.126 -6.300
C: 1.194 1.256 -5.801
C: 0.911 1.745 -4.518
Se: -0.096 1.346 -1.743
H: 0.917 0.247 -1.919
H: -1.642 -0.438 -3.704
H: -0.976 -1.383 -5.954
H: 0.902 -0.275 -7.259
H: 1.976 1.682 -6.402
H: 1.498 2.533 -4.027
C: -1.559 -1.837 3.188
P: 0.134 -1.666 2.537
C: 1.029 -1.340 4.085
C: 0.565 -3.462 2.318
H: -1.890 -0.865 3.577
H: -1.541 -2.581 4.001
H: -2.260 -2.162 2.401
H: 1.025 -2.257 4.697
H: 2.071 -1.049 3.895
H: 0.501 -0.552 4.639
H: 0.698 -3.870 3.329
H: -0.248 -3.997 1.803
H: 1.513 -3.547 1.767

Calculated values
E (eV): -139235.5878
Highest occupied orbital energy (spin up / spin down) (eV): -16.16 / -16.19
Total charge: +3
LUMO level (spin up / spin down) (eV): -11.69 / -10.44
2S+1: 4